# 1
The following is a DFT calculation (ωB97M-V/def2-TZVPD) of C4F12O12PdS4 as an isolated structure at a distorted geometry.

Last column: natural (NBO) charge in e.
Geometry (Å):
Pd: -0.214818 0.015800 0.350914  1.457
C: 1.945812 3.112062 -0.335769  0.680
F: 3.123636 3.112043 -1.011331  -0.322
F: 2.142785 2.548531 0.886973  -0.306
F: 1.458473 4.334549 -0.221677  -0.308
S: 0.765243 2.122440 -1.209369  2.330
O: 1.295976 0.761281 -1.087166  -0.972
O: -0.456238 2.210937 -0.351783  -0.961
O: 0.819967 2.630613 -2.536214  -0.920
C: -0.614437 2.244887 3.899293  0.679
F: -0.865604 3.049023 2.898256  -0.315
F: 0.489033 2.817438 4.508674  -0.352
F: -1.634719 2.243931 4.693206  -0.303
S: -0.291028 0.579460 3.286714  2.363
O: 0.868365 0.626251 2.375249  -0.977
O: -0.154283 -0.126719 4.516780  -0.954
O: -1.475458 0.345061 2.528676  -1.000
C: -2.391084 -1.238163 -3.570381  0.677
F: -1.506377 -0.397937 -4.240200  -0.346
F: -3.371196 -1.497512 -4.487720  -0.343
F: -1.751587 -2.393201 -3.309820  -0.330
S: -2.984787 -0.494289 -1.955022  2.385
O: -3.925219 -1.422394 -1.407700  -0.970
O: -1.775338 -0.442277 -1.225156  -1.031
O: -3.581980 0.730482 -2.537430  -0.973
C: 1.992529 -3.527865 -0.818965  0.690
F: 3.283022 -3.862853 -0.835629  -0.325
F: 1.757143 -2.618965 -1.803351  -0.326
F: 1.325710 -4.600674 -1.188489  -0.322
S: 1.528989 -2.845480 0.811923  2.336
O: 0.189079 -2.217401 0.666341  -1.023
O: 1.433617 -3.938895 1.746491  -0.957
O: 2.574774 -1.860165 0.963682  -0.963

Force components x, y, z for each atom (eV/Å):
Pd -0.1 -0.5 0.6
C 0.9 -1.1 0.9
F -0.6 0.4 0.7
F 0.2 1.1 -0.9
F 0.5 0.6 0.3
S -1.3 -1.1 0.2
O 0.1 -0.7 0.1
O 1.0 0.1 -1.1
O -0.7 0.6 -0.3
C 2.6 0.8 -0.8
F -0.6 0.9 -1.3
F -0.8 -0.8 0.3
F -1.1 0.1 1.5
S 1.6 -0.2 0.3
O -0.4 0.0 0.3
O 0.4 -0.6 0.4
O -1.9 -0.7 -1.5
C 0.7 0.3 -0.8
F -0.9 -1.0 1.0
F 0.5 0.1 1.0
F -0.1 0.3 -0.4
S -3.5 1.4 -3.8
O -0.4 -0.5 0.1
O 2.8 0.8 1.5
O 1.2 -1.3 1.6
C -0.4 0.6 -1.2
F 0.4 0.2 0.1
F 0.5 -0.1 0.7
F -0.8 -1.1 0.2
S -0.6 1.5 1.5
O 0.2 0.4 -0.7
O 0.6 -0.2 -0.6
O -0.1 -0.5 0.1

Total energy (eV): -108151.3124
Gap between HOMO and LUMO (alpha / beta) (eV): 9.595 / 8.146
Molecular weight (g/mol): 702.70
Charge: -2
HOMO level (alpha / beta) (eV): -4.813 / -4.790
Spin multiplicity: 3
LUMO level (alpha / beta) (eV): 4.78 / 3.36

=====

# 2
The following is a DFT calculation (ωB97M-V/def2-TZVPD) of C38H46OP2PbSi as an isolated structure at a distorted geometry.

Last column: Mulliken charge in e.
Geometry (Å):
Pb: 1.693628 -1.581464 -0.416192  1.153
C: -2.927735 0.314563 0.608130  -0.300
C: -3.122852 0.089993 -0.701136  -0.462
C: -3.209718 1.049030 -1.829822  -0.977
C: -1.865467 1.613146 -2.374742  0.207
C: -0.886681 2.300677 -1.462089  -0.600
C: -1.099801 2.675180 -0.194492  -0.307
C: -2.445673 2.819919 0.442719  -1.037
C: -2.957622 1.647864 1.294984  -0.471
C: 2.758965 0.369761 -0.342144  -0.999
H: -2.766679 -0.523337 1.292904  0.369
H: -3.172665 -0.955693 -1.030988  0.357
H: -3.903601 1.874080 -1.647588  0.467
H: -3.619178 0.444921 -2.659966  0.428
H: -1.341358 0.769345 -2.868554  -0.306
H: -2.128889 2.353184 -3.161586  0.337
H: 0.071061 2.569957 -1.955726  0.502
H: -0.297218 3.177963 0.355925  0.460
H: -3.186693 3.012366 -0.335999  0.362
H: -2.392735 3.688721 1.115378  0.408
H: -2.434743 1.583798 2.266774  0.298
H: -3.999231 1.904461 1.557274  0.332
H: 3.441945 0.273995 0.515388  0.374
H: 2.066833 1.214709 -0.211510  0.232
H: 3.329344 0.488289 -1.277324  0.422
P: 0.113291 -2.261559 -9.090651  0.236
P: 2.051208 0.313570 -9.400301  0.178
C: -0.529951 -0.660633 -9.645953  -0.607
C: 0.330546 0.346429 -9.960905  -0.697
C: -0.661255 -3.431829 -10.296753  0.273
C: -1.814855 -3.122396 -11.026653  0.161
C: -2.408971 -4.094585 -11.842108  -0.612
C: -1.818397 -5.353483 -11.998055  -0.518
C: -0.606816 -5.625696 -11.345939  -0.544
C: -0.022211 -4.672632 -10.509354  -0.427
C: -0.912672 -2.381310 -7.572831  0.557
C: -0.579546 -1.486889 -6.535608  -0.699
C: -1.316466 -1.489068 -5.352390  -0.195
C: -2.374595 -2.395987 -5.193057  -0.450
C: -2.706676 -3.280223 -6.225309  -0.625
C: -1.982236 -3.273782 -7.422446  -0.448
C: 2.747399 1.056375 -10.960454  0.489
C: 2.654292 0.264163 -12.120214  -0.353
C: 3.002723 0.798290 -13.359333  -0.596
C: 3.484234 2.110511 -13.461185  -0.504
C: 3.617033 2.876941 -12.299482  -0.562
C: 3.258722 2.356344 -11.051041  -0.309
C: 2.122975 1.746503 -8.258233  0.299
C: 3.270890 1.865397 -7.445442  -0.428
C: 3.450660 3.007466 -6.663192  -0.590
C: 2.475143 4.014168 -6.655938  -0.538
C: 1.306084 3.858272 -7.406923  -0.698
C: 1.114411 2.714046 -8.189231  0.013
H: -1.626921 -0.548538 -9.649732  0.674
H: 0.056944 1.188001 -10.618849  0.797
H: -2.254606 -2.129500 -10.962479  0.288
H: -3.339740 -3.865495 -12.361729  0.405
H: -2.289227 -6.113527 -12.629442  0.392
H: -0.120547 -6.589455 -11.493563  0.398
H: 0.924388 -4.881916 -10.013814  0.385
H: 0.244346 -0.784634 -6.671120  0.330
H: -1.062465 -0.789603 -4.554014  0.332
H: -2.938161 -2.408510 -4.258670  0.407
H: -3.532975 -3.984219 -6.102721  0.393
H: -2.253423 -3.946118 -8.236381  0.353
H: 2.276105 -0.755999 -12.052263  0.408
H: 2.892181 0.193709 -14.258102  0.383
H: 3.745445 2.531034 -14.437731  0.387
H: 3.992180 3.897155 -12.364026  0.391
H: 3.350537 2.976500 -10.160156  0.322
H: 4.014099 1.067416 -7.443974  0.396
H: 4.355679 3.114454 -6.063997  0.443
H: 2.633918 4.918593 -6.068010  0.449
H: 0.537023 4.631558 -7.389878  0.430
H: 0.190509 2.580412 -8.749691  0.420
C: 1.968927 -1.298652 4.357225  -1.059
Si: 0.650660 -0.784402 3.097550  0.320
C: -1.067098 -1.337874 3.631714  -0.896
C: 0.717803 1.122475 3.210990  -0.744
O: 0.903624 -1.255895 1.567144  -0.348
H: 1.623726 -1.000033 5.364138  0.315
H: 2.930318 -0.788127 4.192997  0.314
H: 2.198635 -2.376829 4.396394  0.335
H: -1.221501 -1.227270 4.717175  0.359
H: -1.839235 -0.737902 3.125724  0.124
H: -1.266259 -2.386767 3.367092  0.325
H: 1.628226 1.494991 2.704197  0.287
H: -0.137191 1.600389 2.701707  0.049
H: 0.740277 1.470935 4.264946  0.377

Force components x, y, z for each atom (eV/Å):
Pb -1.4 -0.6 1.7
C -0.2 -0.1 -0.3
C 0.8 -0.9 1.1
C -0.2 0.2 -0.9
C -0.3 0.1 -0.4
C 0.3 -0.1 0.4
C 0.4 0.7 -0.6
C -0.3 -0.2 0.6
C -0.1 0.2 0.2
C 1.2 1.9 0.0
H -0.3 0.0 -0.5
H 0.2 0.2 0.3
H 0.0 -0.3 -0.1
H -0.1 0.6 0.1
H -0.1 0.4 0.1
H 0.2 -0.6 0.1
H -0.4 -0.5 0.5
H 0.0 -0.3 -0.3
H 0.2 0.3 0.3
H -0.2 -0.1 -0.4
H 0.0 0.1 -0.4
H 0.2 -0.3 0.0
H -0.3 -0.1 -0.2
H -0.1 -0.6 0.1
H -0.3 -0.3 0.2
P -1.2 0.2 0.2
P -0.2 1.2 -1.5
C 0.9 1.4 -0.2
C -1.3 -1.2 0.0
C 0.8 -0.2 -0.2
C -0.2 -0.2 0.0
C 0.2 0.0 0.1
C 0.2 0.3 0.3
C -0.1 0.1 0.0
C -0.4 0.2 0.1
C 0.3 -0.2 0.1
C -0.3 -0.3 0.0
C -0.1 -0.2 -0.2
C 0.2 0.0 -0.2
C 0.1 0.1 -0.1
C 0.1 0.1 0.3
C 0.3 -0.6 0.3
C 0.0 0.3 -0.1
C 0.0 0.1 0.0
C -0.1 -0.2 0.3
C -0.1 -0.1 0.1
C 0.1 0.0 -0.2
C 0.3 -0.5 0.8
C -0.3 0.3 -0.2
C -0.2 0.0 -0.1
C 0.1 -0.3 -0.2
C 0.1 -0.2 0.0
C 0.2 0.1 0.1
H 0.6 0.0 -0.5
H -0.1 -0.2 0.7
H -0.1 -0.3 0.0
H 0.3 0.0 0.1
H 0.2 0.3 0.2
H -0.1 0.3 0.1
H -0.2 0.0 -0.1
H -0.1 -0.1 0.1
H -0.1 -0.2 -0.2
H 0.1 0.0 -0.3
H 0.3 0.3 0.0
H 0.1 0.1 0.2
H 0.1 0.2 -0.1
H 0.1 0.1 0.2
H -0.1 -0.2 0.4
H -0.1 -0.2 0.0
H 0.0 -0.1 -0.2
H -0.1 0.3 0.0
H -0.3 0.0 -0.2
H -0.1 -0.3 -0.2
H 0.2 -0.2 0.0
H 0.2 0.2 0.1
C 0.1 -0.4 -0.2
Si -0.3 0.6 2.8
C -0.2 -0.1 -0.2
C 0.0 0.5 -0.7
O 1.1 -0.3 -2.8
H 0.0 -0.1 -0.4
H -0.3 0.0 0.0
H -0.2 0.3 0.0
H 0.2 0.0 -0.4
H 0.3 -0.1 0.2
H 0.1 0.2 0.1
H -0.3 -0.1 0.3
H 0.3 -0.3 0.2
H 0.0 -0.5 -0.5

Total energy (eV): -73884.4262
Gap between HOMO and LUMO (alpha / beta) (eV): 3.649 / 4.875
ΔE to the lowest compared entry with this formula, charge and spin (eV): 0.000
Molecular weight (g/mol): 816.02
Charge: +2
HOMO level (alpha / beta) (eV): -13.023 / -12.997
LUMO level (alpha / beta) (eV): -9.37 / -8.12

=====

# 3
The following is a DFT calculation (ωB97M-V/def2-TZVPD) of C30H32FeN5O4PTe as an isolated structure.

Last column: Mulliken charge in e.
Geometry (Å):
Fe: -0.451276 -0.595075 -0.065639  -1.166
C: -2.374026 -2.194727 2.381802  -1.544
C: -1.975686 -0.778605 2.649802  0.604
C: -2.545490 -0.100447 3.728667  -0.882
C: -2.113572 1.163673 4.053857  -1.060
C: -1.067605 1.716945 3.333403  -0.651
C: -0.550017 1.004451 2.269742  0.630
N: -1.039975 -0.196786 1.890699  1.830
C: 0.589624 1.497157 1.467552  0.400
C: 1.261661 2.691254 1.687982  -1.042
C: 2.254369 3.065748 0.798191  -1.009
C: 2.532751 2.265912 -0.296386  -1.143
C: 1.830372 1.078513 -0.438442  0.595
N: 0.923710 0.700939 0.454392  1.480
C: 1.928033 0.173671 -1.600482  0.625
C: 3.050797 0.146231 -2.406968  -1.222
C: 3.067676 -0.723933 -3.481784  -0.729
C: 1.964988 -1.520744 -3.696613  -0.971
C: 0.874339 -1.456210 -2.830770  0.834
C: -0.308964 -2.330947 -3.054955  -1.127
N: 0.854101 -0.612970 -1.790136  0.654
H: -2.378378 -2.747222 3.322325  0.623
H: -1.680979 -2.688514 1.710467  -0.179
H: -3.382854 -2.243866 1.964046  0.268
H: -3.319743 -0.591484 4.302721  0.555
H: -2.557898 1.705153 4.878645  0.454
H: -0.674755 2.688158 3.593493  0.458
H: 1.007598 3.327414 2.522270  0.475
H: 2.783607 3.998729 0.939363  0.450
H: 3.251655 2.572329 -1.042396  0.449
H: 3.896859 0.779797 -2.182175  0.429
H: 3.930899 -0.784028 -4.131580  0.440
H: 1.935552 -2.221660 -4.519378  0.450
H: -0.103317 -3.066536 -3.830515  0.487
H: -1.175842 -1.733218 -3.341672  0.249
H: -0.535925 -2.848930 -2.134251  -0.046
O: -1.274121 1.081529 -0.715493  -0.556
C: -2.454961 1.466046 -0.347026  0.594
C: -2.728630 2.838818 -0.140234  -0.562
C: -3.961121 3.272943 0.293892  -0.473
C: -4.995825 2.367949 0.542350  -1.037
C: -4.765186 1.026439 0.314736  -0.716
C: -3.529471 0.562400 -0.145220  0.279
C: -3.339836 -0.852956 -0.434940  0.571
N: -2.199907 -1.526356 -0.499441  0.995
C: -2.527684 -2.849399 -0.702013  -0.569
C: -3.872345 -2.976621 -0.804844  -0.974
N: -4.376191 -1.706295 -0.637347  -0.016
H: -1.921411 3.536865 -0.328412  0.491
H: -4.126306 4.332104 0.453695  0.409
H: -5.955315 2.708230 0.906538  0.405
H: -5.560212 0.317119 0.523129  0.369
H: -1.789715 -3.632371 -0.679169  0.108
H: -4.500583 -3.836268 -0.950299  0.446
H: -5.339186 -1.430731 -0.698773  0.210
C: 4.370563 -4.395120 -1.015783  -1.087
C: 2.986728 -4.950906 -0.763444  -0.468
O: 2.045835 -3.868133 -0.720415  -0.179
P: 1.234615 -3.531909 0.622263  -0.537
O: 0.432606 -2.323865 0.263778  0.720
Te: 0.050882 -5.383994 1.458328  -0.353
O: 2.486596 -3.149657 1.568978  -0.355
C: 2.287517 -2.926842 2.970541  -0.560
C: 1.839410 -1.507548 3.241549  -0.275
H: 5.103545 -5.203294 -1.045813  0.404
H: 4.644360 -3.703081 -0.219377  0.242
H: 4.405155 -3.861501 -1.966957  0.240
H: 2.948121 -5.516005 0.169836  0.351
H: 2.666634 -5.617751 -1.565334  0.386
H: 3.247904 -3.138326 3.441406  0.322
H: 1.561233 -3.650557 3.350122  0.271
H: 2.568942 -0.790116 2.860973  0.213
H: 1.729652 -1.353713 4.317118  0.458
H: 0.879859 -1.317102 2.760680  -0.435

Force components x, y, z for each atom (eV/Å):
Fe 0.1 0.4 -0.2
C 0.0 0.0 0.0
C 0.1 0.0 0.0
C 0.0 0.0 0.0
C 0.0 0.0 0.1
C 0.1 0.0 -0.1
C -0.1 0.0 0.1
N -0.2 0.2 -0.1
C 0.1 0.0 0.0
C 0.0 0.0 0.0
C 0.0 0.0 0.0
C 0.0 0.0 0.0
C 0.0 0.0 0.0
N -0.1 -0.1 -0.1
C 0.0 0.0 0.1
C 0.0 0.0 0.0
C 0.0 0.0 0.0
C 0.0 -0.1 0.0
C 0.0 0.2 0.0
C 0.0 0.0 -0.1
N 0.0 -0.2 -0.2
H 0.0 0.0 0.0
H 0.0 0.0 0.0
H 0.0 0.0 0.0
H 0.0 0.0 0.0
H 0.0 0.0 0.0
H 0.0 0.0 0.0
H 0.0 0.0 0.0
H 0.0 0.0 0.0
H 0.0 0.0 0.0
H 0.0 0.0 0.0
H 0.0 0.0 0.0
H 0.0 0.0 0.0
H 0.0 0.0 0.0
H 0.0 0.0 0.1
H 0.0 -0.1 0.1
O -0.1 0.0 0.2
C 0.0 0.0 -0.1
C 0.0 0.0 0.0
C 0.0 0.0 0.0
C 0.0 0.0 0.0
C 0.0 0.0 0.0
C 0.0 0.0 0.0
C 0.0 0.0 -0.1
N 0.0 0.0 0.0
C 0.0 -0.1 0.0
C 0.0 0.0 0.0
N 0.0 0.0 0.0
H 0.0 0.0 0.0
H 0.0 0.0 0.0
H 0.0 0.0 0.0
H 0.0 0.0 0.0
H 0.1 0.0 0.0
H 0.0 0.0 0.0
H 0.0 0.0 0.0
C 0.0 0.0 0.0
C 0.0 0.0 0.0
O 0.0 0.0 0.0
P 0.1 0.0 -0.3
O 0.0 -0.3 0.5
Te 0.0 0.0 0.0
O -0.1 0.0 0.0
C 0.1 0.0 0.0
C 0.0 0.0 0.0
H 0.0 0.0 0.0
H 0.0 0.0 0.0
H 0.0 0.0 0.0
H 0.0 0.0 0.0
H 0.0 0.0 0.0
H 0.0 0.0 0.0
H 0.0 0.0 0.0
H 0.0 0.0 0.0
H 0.0 0.0 0.0
H 0.1 0.0 0.0

Total energy (eV): -98245.1757
Gap between HOMO and LUMO (alpha / beta) (eV): 6.308 / 6.308
ΔE to the lowest compared entry with this formula, charge and spin (eV): 0.000
Molecular weight (g/mol): 741.04
HOMO level (alpha / beta) (eV): -6.650 / -6.650
LUMO level (alpha / beta) (eV): -0.34 / -0.34